[1]
C21H20FN3O2S | wB97M-V/def2-TZVPD

Structure (XYZ):
```
48
Properties=species:S:1:pos:R:3:forces:R:3
C 1.3001 8.6303 -1.0087 0.05 0.00 -0.02
C 1.3900 7.1826 -1.3848 -0.09 -0.07 0.09
C 0.7030 6.2188 -0.6662 0.04 0.12 -0.03
C 0.8169 4.8916 -1.0412 0.24 -0.39 -0.38
C 1.6165 4.5075 -2.1374 -0.39 0.63 0.61
C 2.3043 5.4815 -2.8551 -0.03 -0.07 0.03
C 2.1833 6.7982 -2.4720 -0.01 -0.06 0.00
H 2.7133 7.5622 -3.0222 0.06 0.08 -0.07
H 2.9163 5.1899 -3.6935 0.08 -0.03 -0.11
N 1.6311 3.1629 -2.3880 0.18 -0.86 -0.38
C 0.8949 2.5338 -1.5466 -0.19 0.67 0.38
N 0.7413 1.1698 -1.5813 0.10 -0.13 -0.17
C -0.0286 0.4838 -0.6835 0.10 -0.58 -0.44
O -0.6398 1.0492 0.1939 -0.17 -0.10 0.24
C -0.0015 -1.0223 -0.8727 -0.15 0.11 0.48
C -1.2215 -1.6621 -0.2074 0.06 -0.12 -0.24
H -1.2628 -1.3360 0.8324 -0.04 0.00 0.01
H -2.1350 -1.3264 -0.6995 -0.05 0.03 0.03
C -1.1268 -3.1865 -0.2768 -0.38 0.22 -0.02
N 0.1083 -3.6402 0.3133 0.07 0.15 -0.26
C 0.2308 -4.4305 1.4048 -0.14 -0.17 0.06
O 1.3111 -4.7984 1.8258 0.18 -0.15 0.18
C -1.0446 -4.8449 2.0767 0.03 -0.06 0.24
C -1.4351 -6.1781 2.0391 0.05 0.21 -0.01
C -2.5673 -6.5954 2.7152 -0.18 0.05 0.12
C -3.2885 -5.6642 3.4405 0.09 0.04 -0.07
C -2.9089 -4.3358 3.5115 -0.16 -0.15 0.07
C -1.7796 -3.9303 2.8240 0.08 -0.20 -0.12
H -1.4626 -2.8997 2.8777 0.03 0.13 -0.01
H -3.4899 -3.6414 4.0974 -0.07 0.04 0.07
F -4.3945 -6.0635 4.1006 0.10 0.03 -0.05
H -2.8892 -7.6243 2.6924 -0.05 -0.09 0.01
H -0.8468 -6.8880 1.4782 0.06 -0.09 -0.04
C 1.2904 -3.1018 -0.3218 0.42 0.11 0.20
C 1.2807 -1.5763 -0.2314 -0.05 -0.22 -0.26
H 1.3114 -1.2795 0.8186 0.04 0.03 0.03
H 2.1662 -1.1742 -0.7263 0.05 0.02 0.03
H 1.3118 -3.4169 -1.3720 0.02 -0.01 0.03
H 2.1586 -3.5157 0.1944 -0.10 0.03 -0.16
H -1.1447 -3.5039 -1.3282 -0.06 -0.03 0.06
H -1.9727 -3.6462 0.2345 0.09 0.03 -0.15
H 0.0012 -1.2547 -1.9436 0.02 0.02 -0.01
H 1.2497 0.6934 -2.3130 -0.08 0.01 0.09
S 0.0717 3.4852 -0.3226 0.27 0.38 -0.28
H 0.0857 6.4925 0.1758 -0.07 0.12 0.11
H 2.2735 8.9958 -0.6828 0.03 0.10 0.05
H 0.5870 8.7803 -0.2028 -0.04 0.07 0.05
H 0.9914 9.2274 -1.8654 -0.04 0.10 -0.01
```
Positions in Å, forces in eV/Å.

As for the LUMO energy: 0.01848 hartree. As for the SMILES: Cc1ccc2nc(NC(=O)C3CCN(C(=O)c4ccc(F)cc4)CC3)sc2c1. The energy above the lowest of the compared OMol25 structures with the same formula, charge and spin is 0.0 kJ/mol. Its net charge is 0. The HOMO energy is -8.27 eV. The gap between HOMO and LUMO is 0.322 hartree.

Mulliken charges, unit e, in atom order: -1.398, 0.837, -0.900, 0.854, -0.127, -0.558, -0.577, 0.385, 0.425, -0.739, 0.445, -0.108, 0.345, -0.719, 0.293, -0.621, 0.096, 0.467, -0.979, 0.155, 0.468, -0.660, -0.116, -0.310, -0.640, 0.355, -0.607, 0.083, 0.436, 0.454, -0.325, 0.433, 0.447, -1.071, -0.656, 0.329, 0.382, 0.390, 0.472, 0.348, 0.468, 0.311, 0.287, -0.161, 0.310, 0.310, 0.347, 0.338

[2]
CH4N6O | wB97M-V/def2-TZVPD

Structure (XYZ):
```
12
Properties=species:S:1:pos:R:3:forces:R:3
C -0.3818 -0.6932 -0.0576 -4.12 2.05 -0.29
H 2.3060 -0.6283 -0.9500 0.60 0.63 -0.84
H 2.4120 -0.8754 0.6306 0.22 2.00 -0.90
H 1.0794 0.9805 0.1820 -1.67 1.59 -1.99
H -0.5141 2.1270 0.9285 1.59 -0.42 -4.72
N 1.9276 -0.2651 -0.0955 -1.54 -2.28 2.73
N 0.7444 -1.1722 -0.0145 2.91 -2.07 -0.45
N -2.5867 -0.7792 -0.1406 -4.50 6.55 1.29
N -2.2875 0.4993 -0.0048 -1.01 -2.90 -1.41
N -0.9620 0.4874 -0.0447 1.64 4.36 -0.71
N -0.2107 1.7144 -0.3169 1.06 -1.23 7.67
O -1.5268 -1.3953 -0.1164 4.81 -8.29 -0.38
```
Positions in Å, forces in eV/Å.

As for the LUMO energy: 0.01495 hartree. The energy above the lowest of the compared OMol25 structures with the same formula, charge and spin is 606.8 kJ/mol. Its net charge is 0. The HOMO energy is -8.73 eV. The gap between HOMO and LUMO is 0.336 hartree.

Mulliken charges, unit e, in atom order: 0.436, 0.288, 0.328, 0.501, 0.263, -0.454, -0.573, -0.014, -0.436, 0.588, -0.730, -0.198

[3]
C8H16ClIrO4S4 | wB97M-V/def2-TZVPD

Structure (XYZ):
```
34
Properties=species:S:1:pos:R:3:forces:R:3
Ir -0.4785 0.9738 -0.6623 -0.52 0.06 0.75
C -1.1650 -2.2146 -1.6608 -0.04 0.05 0.27
C -1.2665 -2.2864 -0.1376 -0.07 0.03 -0.35
S -1.8658 -0.6604 0.4163 0.10 0.00 -0.72
C -1.4825 -0.5941 2.1738 0.02 -0.21 0.09
C -1.5395 0.8568 2.5681 -0.13 0.18 0.21
S -0.5402 1.9546 1.5346 0.15 0.26 -0.31
C 1.1745 1.7595 2.1275 0.03 -0.12 0.04
C 1.8786 0.5088 1.6172 0.05 0.17 0.02
S 1.7278 0.5551 -0.1873 -0.13 0.06 0.13
C 2.0688 -1.1128 -0.7989 0.24 -0.02 -0.02
C 1.5037 -1.1746 -2.2022 -0.06 -0.10 -0.03
S -0.2622 -0.7441 -2.2799 0.05 0.10 -0.03
H -2.1450 -2.1438 -2.1374 -0.02 0.01 0.04
H -0.6569 -3.0852 -2.0811 0.00 -0.01 0.01
H -0.3234 -2.5272 0.3484 0.01 0.04 0.02
H -2.0142 -3.0278 0.1548 -0.01 0.01 0.00
H -0.5264 -1.0732 2.3714 0.03 0.01 0.02
H -2.2673 -1.1502 2.6929 -0.01 -0.04 -0.01
H -1.2111 1.0117 3.5989 0.00 0.03 0.00
H -2.5485 1.2675 2.4854 -0.03 -0.04 0.02
H 1.1325 1.7714 3.2190 -0.01 0.03 0.00
H 1.6665 2.6807 1.8071 0.08 -0.04 -0.01
H 1.4806 -0.4192 2.0205 -0.04 -0.01 -0.02
H 2.9486 0.5601 1.8392 -0.01 0.00 0.00
H 1.6760 -1.8739 -0.1291 -0.04 0.02 0.04
H 3.1594 -1.2022 -0.8332 -0.01 -0.02 0.03
H 1.6148 -2.1716 -2.6339 -0.01 0.00 -0.03
H 1.9792 -0.4636 -2.8813 0.06 0.01 0.01
O -1.1236 4.1647 -2.8762 -0.13 -0.21 -0.08
Cl -0.7836 2.8508 -2.6103 0.97 0.29 0.21
O 0.0673 2.1759 -3.5294 -1.09 0.46 0.49
O -1.9312 2.0215 -2.1262 0.46 -0.58 0.03
O 0.0532 2.8120 -1.2080 0.11 -0.43 -0.79
```
Positions in Å, forces in eV/Å.

As for the LUMO energy (spin up / spin down): -0.46636 / -0.53271 hartree. As for the spin multiplicity: 2. The energy above the lowest of the compared OMol25 structures with the same formula, charge and spin is 77.0 kJ/mol. Its net charge is +3. The HOMO energy (spin up / spin down) is -20.85 / -21.47 eV. The gap between HOMO and LUMO (spin up / spin down) is 0.300 / 0.256 hartree.

Mulliken charges, unit e, in atom order: 1.117, -0.789, -0.567, 0.070, -0.473, -0.837, 0.121, -0.769, -0.525, 0.087, -0.542, -0.815, 0.096, 0.463, 0.530, 0.277, 0.547, 0.271, 0.538, 0.516, 0.459, 0.533, 0.451, 0.262, 0.545, 0.274, 0.548, 0.528, 0.428, -0.383, 1.638, -0.395, -0.600, -0.602

[4]
C25H25F2OS | wB97M-V/def2-TZVPD

Structure (XYZ):
```
54
Properties=species:S:1:pos:R:3:forces:R:3
C -0.6202 -4.5750 3.3951 -0.12 -0.48 0.96
C -0.2785 -3.5344 2.3975 0.02 0.30 -0.11
C -0.2131 -3.8417 1.0478 -0.02 0.42 -0.50
F -0.4812 -5.1147 0.6718 0.35 0.39 0.08
C 0.0489 -2.9123 0.0462 0.33 1.29 -0.76
C 0.1908 -1.5064 0.3811 -0.90 -1.16 2.03
C 0.2763 -0.2821 -0.5115 4.83 2.19 1.22
C 0.5447 -0.6679 -1.9708 -0.99 1.56 -1.36
C -0.1628 -1.6975 -2.6510 0.33 0.03 0.19
C 0.1673 -1.9781 -3.9845 -0.42 -0.37 0.60
F -0.3921 -3.0718 -4.5792 0.16 0.76 0.51
C 1.0452 -1.2262 -4.7503 -0.07 -0.22 0.40
C 1.3155 -1.5976 -6.1634 0.12 0.15 -0.62
C 1.6459 -0.1446 -4.1195 -0.23 0.27 0.94
C 1.4047 0.1384 -2.7637 0.15 -0.72 0.22
C 0.2733 -1.2584 1.7705 0.14 0.11 -0.29
C 0.0134 -2.2182 2.7505 0.01 0.24 -0.26
H -0.6500 -4.1296 4.3946 0.03 -0.06 -0.13
H -1.6043 -5.0251 3.2272 0.17 0.07 -0.18
H 0.1101 -5.3968 3.4381 -0.18 0.26 -0.21
H 0.2432 -3.2913 -0.9826 -0.50 0.27 1.16
H 1.2927 0.3079 -0.1013 -1.26 -2.68 -1.36
H -0.8845 -2.3455 -2.1264 0.34 0.64 -0.63
H 1.8807 -0.7948 -6.6299 0.00 0.05 -0.17
H 1.9083 -2.5099 -6.2916 -0.19 0.05 0.29
H 0.3806 -1.7328 -6.7134 0.13 -0.03 0.03
H 2.3223 0.4945 -4.6756 0.03 -0.10 0.00
H 1.9889 0.9316 -2.2778 -0.27 -0.28 -0.20
H 0.6461 -0.2778 2.0875 -0.48 -0.38 -0.04
H -0.0085 -1.9158 3.8087 0.20 -0.25 -0.55
C -2.5710 3.3017 -0.7259 -0.23 -0.32 -0.03
S -1.4543 1.9153 -1.2998 -0.82 1.02 -0.84
C -0.4456 3.0041 -2.3481 -0.10 -0.10 -0.50
C -0.2581 1.2941 -0.0647 -0.67 1.79 -0.50
C -1.0065 1.5232 1.2550 -1.62 -2.15 2.12
C -0.2932 1.9650 2.5190 0.04 1.41 0.35
C 0.5063 3.1389 2.6220 -0.11 -1.15 -0.16
C 1.1258 3.4690 3.8238 -0.21 -0.18 0.35
C 0.9336 2.6793 4.9668 0.08 -0.39 -0.12
C 0.0828 1.5679 4.9111 -0.10 0.46 -0.62
C -0.5805 1.2760 3.7100 0.11 -0.40 0.14
O -2.1789 1.1377 1.3648 1.96 0.82 -0.84
H -3.2579 3.3837 -1.5930 0.37 0.02 0.51
H -3.1420 3.0014 0.1642 0.32 -0.05 -0.42
H -2.0518 4.2647 -0.5647 0.01 -0.73 -0.07
H -1.0747 3.2083 -3.2198 0.12 -0.04 0.08
H -0.2040 3.9594 -1.8740 -0.05 -0.33 0.25
H 0.4561 2.4946 -2.6860 -0.21 -0.08 0.11
H 0.5119 2.1823 -0.1130 -0.59 -2.38 0.01
H 0.6393 3.7754 1.7571 0.16 0.03 -0.08
H 1.7681 4.3417 3.8950 -0.16 -0.07 -0.12
H 1.4673 2.9009 5.9003 -0.28 0.01 -0.50
H -0.0718 0.9314 5.7843 -0.04 0.31 -0.25
H -1.3045 0.4579 3.6917 0.33 0.17 -0.13
```
Positions in Å, forces in eV/Å.

As for the LUMO energy: -0.13141 hartree. Its net charge is +1. The HOMO energy is -11.34 eV. The gap between HOMO and LUMO is 0.285 hartree.

Mulliken charges, unit e, in atom order: -1.612, 0.712, 0.134, -0.347, -0.614, -0.060, 0.396, 0.092, -1.018, 0.065, -0.350, 0.832, -1.439, -0.855, -0.758, -1.074, -0.687, 0.361, 0.327, 0.332, 0.831, 0.303, 1.090, 0.386, 0.309, 0.332, 0.359, 0.714, 0.803, 0.342, -1.004, 0.324, -1.003, 0.566, 0.222, 0.065, -0.330, -0.734, -0.398, -0.681, -0.412, -0.594, 0.454, 0.387, 0.339, 0.470, 0.446, 0.273, 0.544, 0.397, 0.409, 0.380, 0.406, 0.568